# 1
A 7-piece molecular cluster, C41H76ClN8O6 overall, computed with ωB97M-V with the def2-TZVPD basis set.

Structure (XYZ):
```
132
Properties=species:S:1:pos:R:3:forces:R:3
H -1.0557 -4.3166 -0.4528 0.0138 -0.0398 0.0033
H 0.2957 -4.6941 0.6044 0.0028 -0.0052 -0.0280
C -0.8767 -3.8192 2.9947 -0.0210 0.0066 -0.0071
C 15.4206 -4.2133 1.2570 0.0056 0.0171 0.0705
N -9.1708 6.0026 -3.4048 0.4741 0.4208 0.1451
H -0.0065 -4.4494 3.1875 0.0025 0.0000 0.0012
C -8.7389 4.2398 -1.7587 -0.0402 -0.1017 -0.0462
N 12.5029 -2.5789 0.3689 0.0163 -0.0439 -0.1490
C -5.8963 3.6064 -1.5739 0.2456 0.0080 -0.1777
H 11.8905 -1.4034 2.2532 -0.0869 -0.0106 0.0317
H -8.5040 3.4735 -2.4986 -0.0054 -0.0126 -0.0027
H 14.7860 -5.0926 1.3807 0.0015 -0.0065 -0.0203
H 3.5115 -0.3417 3.5965 -0.0118 0.0005 0.0038
H 9.4979 -1.6614 2.7496 -0.0041 0.0236 -0.0229
O -3.9839 -1.1067 1.7250 -0.1901 0.2448 0.2439
H -4.9500 0.6303 0.0264 -0.0410 0.0315 -0.1081
H -9.0728 7.0070 -3.5252 0.0881 -0.0355 -0.1284
C -2.0432 1.4882 -5.1775 0.2212 0.0915 -0.0551
C 10.1034 -0.9734 3.3415 0.0432 -0.0577 -0.0217
C -9.0128 0.7510 -2.8604 0.0459 0.0361 -0.0731
H 9.9699 0.0269 2.9237 -0.0087 -0.0024 -0.0057
H 15.5915 -2.5568 -0.1373 0.0030 -0.0032 -0.0110
C -2.1458 1.7289 -6.6824 -0.0645 -0.0708 0.0215
C 6.2764 0.1021 3.4934 0.0137 0.0402 -0.0195
O -4.3205 2.4454 -3.6022 -0.1237 -0.0333 0.0224
C -0.0668 1.5776 3.4358 -0.1013 -0.0981 -0.0542
N 0.2883 -1.5749 0.2634 -0.0781 0.0920 -0.0017
C 12.4753 -0.4329 4.0872 -0.0121 -0.0230 0.0108
O -3.1300 0.7324 -4.6476 -0.0463 0.0024 0.0179
H -0.5508 -2.7775 3.0143 0.0156 -0.0037 -0.0103
H 5.1422 0.5057 5.2767 -0.0337 0.0081 0.0030
H -2.9860 1.7681 -2.1565 0.0158 -0.0038 -0.0269
N -6.7452 3.3451 -0.3762 -0.2376 -0.0238 -0.0520
C -4.0516 1.9602 -2.3042 0.1252 -0.0420 0.0923
H -4.4258 -6.2058 -4.9813 0.0004 -0.0059 -0.0059
C 11.5799 -1.3783 3.2955 0.1291 0.1030 0.1211
N 3.7336 1.6200 1.1736 0.0440 0.0069 0.0177
H -5.0878 0.6687 -4.3189 0.0186 -0.0274 0.0227
H 13.5202 -0.7332 4.0029 0.0033 0.0101 -0.0050
H 12.3923 0.5903 3.7146 0.0022 0.0022 -0.0004
H -6.2516 3.8080 0.3906 0.0720 -0.1138 0.0312
H -5.5507 2.4053 2.4188 0.0221 0.0495 -0.0631
H -2.2106 -0.3009 2.3960 0.0514 0.1329 0.0282
H 1.6386 3.5047 1.2229 0.0403 -0.0812 0.0011
C -2.6183 -5.3072 -4.2025 -0.0559 -0.0391 -0.0204
H -0.6555 4.4056 1.7735 -0.0028 0.0004 -0.0009
C -5.2597 1.5907 0.4457 0.2234 -0.2015 -0.0245
C -3.7515 1.2190 2.4623 -0.0294 -0.1217 0.1671
H 1.9712 3.3237 2.9311 0.0152 -0.0459 -0.0106
H -3.5326 0.5089 -7.3286 -0.0585 -0.0611 0.0735
C -1.2931 -5.6897 -3.5333 -0.0337 0.0404 -0.0245
H -2.3961 -3.5349 1.4998 -0.0066 -0.0100 -0.0138
H -6.8427 -0.0534 -0.7656 0.0727 -0.0099 -0.0716
Cl -8.3683 -0.7603 -3.5658 0.0390 -0.0260 -0.0292
C -7.1919 0.9245 -1.1004 -0.1317 -0.0442 -0.0295
H -1.5804 -3.9604 3.8142 0.0040 -0.0027 0.0046
H 1.2561 1.1556 1.8820 -0.0596 -0.0240 -0.0720
H -3.9687 -1.4344 0.8258 0.1272 -0.1659 -0.0596
C -0.0748 -2.6619 0.3414 0.0275 0.0332 0.0238
H -1.9592 2.4500 -4.6612 0.0115 0.0018 0.0101
O -4.3517 2.6079 0.0234 -0.2471 0.2955 0.1757
H 15.7802 -3.9636 3.3760 0.0040 0.0051 0.0027
H 0.6182 5.3824 2.5045 -0.0082 0.0035 -0.0082
C -3.5099 -6.5112 -4.4761 -0.0100 0.0209 0.0059
H 16.0420 -2.4973 2.4321 -0.0008 0.0027 -0.0008
H -1.1418 1.9486 -7.0456 -0.0162 0.1239 0.0008
H 16.4299 -4.5753 1.0561 -0.0041 0.0018 -0.0353
C -3.0852 0.0098 1.8252 -0.0873 -0.1390 -0.5314
H 6.0437 -0.9636 3.4448 0.0048 -0.0032 0.0038
H -4.5665 1.0082 -2.1320 -0.0807 0.0258 -0.0347
C 0.1517 4.3974 2.5108 0.0708 0.0449 -0.0036
H -3.7899 3.8719 -1.4268 0.0875 -0.0519 0.0867
H -0.2918 4.2477 3.4966 -0.0134 -0.0196 -0.0067
H -9.0568 -0.1294 -0.9459 -0.1232 0.0877 0.1098
O -2.5787 0.5861 -7.3912 0.1673 0.0241 -0.0890
H 14.3993 -3.0493 2.7774 -0.0016 0.0124 -0.0141
C -8.3870 5.6139 -2.3109 0.0014 -0.1895 -0.2640
H -2.3862 -4.7940 -5.1368 0.0335 0.0132 0.0136
C 14.9489 -3.4235 0.0301 0.0268 -0.0461 0.0095
H -3.8004 1.0781 3.5423 0.0456 0.1056 0.0255
H -2.7699 2.6003 -6.9045 -0.0583 -0.0275 -0.0288
H 7.2339 0.2108 3.9996 -0.0049 -0.0191 0.0146
H -10.0794 0.7766 -3.0644 -0.0177 -0.0480 0.0297
C -4.3275 1.4146 -4.5749 -0.1038 0.0411 -0.0369
H -6.6686 1.1060 -2.0403 0.0611 0.0377 0.0343
H -0.2592 1.8873 1.3840 -0.0116 -0.0173 0.0054
C -0.5642 -4.0339 0.4770 -0.0288 0.0093 0.0700
C -4.4818 3.0377 -1.3161 0.0871 0.0062 -0.1636
C 13.5778 -2.9424 0.1952 -0.0382 0.0129 0.0307
H 6.3862 0.4737 2.4728 -0.0341 -0.0070 -0.0060
H -8.8795 5.5558 -4.2685 -0.3954 -0.2887 0.0384
C 15.4097 -3.3816 2.5329 -0.0038 -0.0194 0.0019
H -5.8196 0.6756 2.2633 -0.0022 -0.0138 -0.0174
C -8.7045 0.8086 -1.3763 0.0629 -0.2230 0.0493
C -1.5253 -4.1742 1.6630 -0.0165 0.0180 0.1053
H -1.8830 -5.2042 1.6839 0.0145 -0.0086 -0.0753
O -7.5574 6.3155 -1.7869 -0.2170 0.1848 0.2483
H -0.7301 -6.3787 -4.1657 0.0086 0.0031 0.0011
C 5.1966 0.8643 4.2480 0.0582 -0.0248 -0.0036
C 3.8061 0.7096 3.6204 0.0414 0.0313 0.0510
H 11.6838 -2.3949 3.6812 -0.0352 -0.0146 -0.0207
N -1.6791 -6.8452 -1.2230 -0.0200 0.0899 0.0191
H -8.5282 1.5526 -3.4177 -0.0581 0.0634 0.0275
H -0.6694 -4.8084 -3.3729 0.0217 -0.0136 -0.0191
C -6.7164 1.8755 -0.0107 0.0317 0.0053 -0.0088
H -6.3402 3.1573 -2.4565 -0.0883 -0.0451 0.0566
N 9.1769 -0.9690 5.7834 -0.0217 0.0103 -0.0003
H -3.1441 -4.5901 -3.5682 0.0151 0.0118 0.0014
H -2.7558 0.2848 0.8177 0.1658 -0.0405 0.0276
H -3.0031 -7.2376 -5.1134 0.0009 -0.0025 -0.0006
H -3.7915 -7.0138 -3.5499 0.0198 -0.0098 0.0020
C 3.7637 1.2191 2.2494 0.1082 -0.0569 -0.0685
H -8.7619 3.3657 0.2252 0.0281 -0.1012 -0.0524
H -4.5991 1.9145 -5.5093 0.0569 0.0510 0.0033
C 0.5264 1.9204 2.1425 0.1405 0.1071 0.0856
H -9.8244 4.2121 -1.6553 -0.0081 -0.0130 0.0170
H -5.8531 4.6809 -1.7236 -0.1185 0.0303 0.0825
C 9.5757 -0.9675 4.7065 -0.0051 -0.0056 0.0381
H 12.2172 -0.4275 5.1475 -0.0198 0.0111 -0.0032
H -3.1198 2.0845 2.2570 0.0659 0.0109 0.1820
H -7.3662 1.7719 0.8603 -0.0250 0.0900 0.0050
H -1.1459 0.9147 -4.9567 -0.0953 -0.1548 0.0313
H -8.0062 4.9408 0.1057 0.0192 0.0299 -0.0382
H 3.0559 1.2484 4.2036 -0.0231 -0.0329 0.0019
C -8.1222 3.9829 -0.3983 0.1109 0.1918 0.1445
H -9.2953 1.5954 -0.9056 0.0474 0.1043 -0.0875
C -5.1622 1.4917 1.9530 -0.0445 -0.1274 0.0957
H 5.4515 1.9246 4.2949 -0.0180 0.0061 0.0036
C 1.1726 3.3115 2.1884 -0.2722 0.1377 -0.0237
N -0.5378 1.3316 4.4544 -0.0233 -0.0192 -0.0059
H 14.9847 -4.0398 -0.8690 0.0168 0.0144 -0.0083
C -1.5013 -6.3367 -2.2373 0.0233 -0.0988 0.0021
```
Positions in Å, forces in eV/Å.

## Properties
- Highest occupied orbital energy: -12.23 eV
- Charge: +1
- Kohn-Sham gap: 0.3670 Eh

# 2
C41H78F6HfN3O13S2 as an isolated structure at a distorted geometry, computed with ωB97M-V with the def2-TZVPD basis set.

Structure (XYZ):
```
144
Properties=species:S:1:pos:R:3:forces:R:3
C -36.6381 12.8149 3.7010 -0.2155 -0.5320 0.3778
H -34.2044 6.6624 -1.2499 0.2822 -0.0870 -0.4360
C -36.7931 14.3008 3.8838 3.7462 2.2514 2.9112
C -44.4925 13.3794 -6.4928 -0.9443 -1.4136 0.2659
C -38.0863 15.0329 3.5702 0.1678 -1.0260 -0.0734
C -39.7821 15.6889 -4.3600 1.0447 0.3680 0.4150
H -35.7618 12.4797 4.2559 0.2562 0.3269 -0.3800
O -38.1156 13.6627 -1.8814 -2.0861 -1.3932 -1.5484
N -36.5685 9.6453 -2.3482 0.3160 -0.9992 0.0416
C -47.3902 12.8288 -2.1286 1.4617 -0.8176 2.0772
C -37.5407 15.8985 -1.1290 -0.4617 -1.0798 0.3505
H -47.3013 10.8418 -2.9468 -0.0635 -0.2830 0.0724
C -39.4967 8.1087 -4.8185 0.9193 0.1375 -0.4604
C -47.5541 11.2938 -1.9877 -0.5883 1.0449 -1.0388
H -48.6205 11.1650 -1.8024 0.0316 -0.4194 0.1431
H -36.6519 16.4635 -1.4100 0.3866 -0.5836 -0.0447
H -40.1710 7.4793 1.7124 0.5138 0.2681 0.1981
C -42.2692 14.2797 -7.1252 -0.1911 -0.9208 -0.1791
H -45.0277 13.1499 -5.5714 -0.2926 -0.0415 0.0267
C -44.9043 15.2998 0.9784 1.9695 1.7182 0.8479
C -38.1679 8.8737 -0.6008 -0.1731 1.3178 -0.2955
C -35.4689 9.5791 -4.5450 0.2267 0.8254 -0.1401
H -42.0821 14.4313 -4.4071 -0.0942 0.4872 0.0748
H -40.8500 11.8071 -7.9296 0.0199 0.1650 0.6895
H -42.8649 14.0743 -8.0146 0.7744 0.2862 -0.5758
H -46.4994 14.4141 -3.2338 -0.7511 0.1686 -0.1670
S -41.2866 13.1977 -0.7002 -3.3193 5.6315 3.0480
O -35.8527 14.8535 4.5435 -3.1909 -1.2359 -2.4151
H -38.7371 8.2967 -1.3296 0.4193 -1.0110 0.3471
C -39.4957 9.2417 3.8051 -0.2936 1.1944 -0.4204
H -41.3713 16.2050 -2.9628 -0.3842 -0.8058 -0.4494
H -33.7546 7.9816 -3.4925 0.3370 0.0481 0.4829
H -36.2360 7.2612 0.1366 1.0517 0.5111 0.6439
H -38.7808 14.1963 3.6478 -0.7439 0.4903 -0.0608
H -36.0724 12.6991 -0.8604 -0.3471 -0.0036 0.0018
H -42.2581 11.9885 -8.8507 -0.2911 -0.2565 -0.1370
C -38.7474 16.3703 -5.2233 0.0792 -0.5078 -0.3721
H -46.0243 15.6992 -0.7634 0.1716 0.2257 -0.2163
C -43.0052 13.4485 -6.0407 -0.8623 2.7965 -0.8598
C -38.3710 9.1366 -6.9716 0.7694 -1.0438 0.5306
H -35.8643 14.0507 0.2695 -0.0914 0.1304 0.1256
H -44.7121 12.5885 -8.5372 0.2099 0.0841 -0.1014
F -40.4835 13.7701 1.7012 0.4821 1.0152 0.0202
H -44.1960 15.6490 -0.9361 -0.2780 -0.0426 -0.3412
F -43.8139 12.1596 -2.4232 -0.1053 -1.3978 0.3751
C -34.6181 7.6555 -1.4250 -0.2552 -1.1076 0.8510
C -40.3447 12.7352 0.9174 -0.4040 -0.4408 -0.3299
O -39.5461 14.5358 -3.9470 -0.3738 -0.3594 -0.5999
O -41.1082 12.1508 -5.1856 1.1123 0.2549 0.3893
C -43.0812 14.4299 -4.8428 0.4687 -1.7240 1.1694
O -41.6122 10.1516 -0.5327 0.0179 1.5458 -1.9802
O -40.9596 14.5941 -1.0287 0.1451 -1.9489 0.7574
H -35.2723 14.1491 -1.3418 -0.1994 0.4541 -0.2756
H -41.2433 13.9185 -7.1962 0.0467 0.2891 -0.3088
H -45.2327 14.1477 -0.7116 0.2734 0.1714 -0.5124
H -39.2429 9.1116 -7.6252 -0.2674 0.2610 0.2237
O -38.6584 10.4039 -5.0178 -0.3664 0.5610 0.8285
N -42.4471 12.1337 -5.7995 0.5758 -0.4182 1.6067
H -33.9840 8.3181 -0.8359 -0.2272 0.0705 0.2232
H -44.4480 10.2307 -7.8326 0.4907 -0.1436 -0.0118
H -39.6933 7.2767 -5.4947 0.0774 0.2568 -0.3030
H -33.3995 10.5993 -3.3533 0.3902 -0.1030 0.1331
C -43.4038 10.8776 -2.5276 0.4955 1.7265 -0.6789
H -47.3797 13.1046 -4.1946 0.3515 0.2579 -0.3792
H -45.9616 12.0397 -7.4663 -0.1542 0.4587 0.1298
H -36.0640 8.7327 -4.8877 0.0551 -0.3244 0.4835
H -39.1419 16.8870 -6.0983 -0.4245 -0.4154 -0.1617
H -38.0040 15.6258 -5.5081 0.0509 0.2335 -0.1691
H -34.5426 9.5407 -5.1183 0.1628 0.0378 0.0306
H -38.2613 17.2108 -4.7280 -0.0082 -0.2134 0.6261
H -38.3287 15.8409 4.2605 0.3053 -0.2758 0.1611
H -36.0325 9.5582 1.2641 0.2220 -0.6290 -0.3662
F -40.9503 11.7413 1.5430 0.4481 -0.4797 -0.4880
H -38.7802 7.7123 -4.0991 0.0728 0.1019 0.3518
O -44.3914 16.2945 1.4943 -0.7934 -0.8369 -0.6928
C -42.6657 11.1285 -6.8703 0.2345 -2.0258 0.4377
O -42.7225 13.0204 -0.2036 4.6209 -0.7327 -2.2044
C -37.3831 14.3365 -1.2017 1.5339 2.8801 -1.4075
H -36.5095 10.8316 0.1903 -0.5067 0.1995 0.2713
C -34.6483 8.0843 -2.8770 -1.2955 -0.3332 0.6683
F -44.1347 9.9821 -1.9533 -0.3847 0.0794 1.9612
C -36.1162 13.7833 -0.7567 1.2830 -1.1333 1.3246
H -43.0432 9.2823 -5.5912 0.3585 0.2673 0.1268
C -44.1717 11.0186 -7.1319 -0.6064 0.9538 0.2580
H -43.4827 15.4183 -5.0666 0.4080 -0.1027 -0.5227
C -40.8872 16.5719 -3.8679 -0.0664 -0.1966 1.4368
H -41.3374 9.5604 -6.1955 -0.0923 -0.3566 0.3577
H -38.7470 9.7908 -0.7086 0.4441 0.6679 0.3658
H -37.6340 9.8599 -7.3207 -0.3066 0.2179 0.2819
H -35.3840 7.4109 -3.3169 -0.0925 0.0583 -0.3826
F -43.4330 10.5502 -3.7790 0.9737 0.0927 -1.0168
H -46.2787 14.0409 1.7944 -0.2315 -0.4069 0.1256
C -45.1912 14.1127 1.8054 -0.7803 0.2179 0.2362
H -44.7864 13.2170 1.3343 0.0942 -0.0374 0.3617
H -41.6129 16.8934 -4.6150 0.2721 -0.1283 -0.0755
C -40.5633 8.1828 3.7482 -0.2196 -1.1035 0.8573
H -38.2088 8.6115 0.4564 -0.5255 -0.6069 -0.1750
H -44.8964 14.3301 -6.8407 0.5443 0.3122 0.1709
S -41.5566 10.8373 -1.8153 1.9104 -1.7723 -1.1236
C -36.0737 7.6040 -0.8853 0.0447 1.3136 -0.0258
C -35.1633 9.5321 -3.0121 -2.2882 -1.1585 -0.9154
H -37.7115 16.1669 -0.0864 -0.2850 0.0997 0.0281
H -38.1714 15.4521 2.5677 0.2776 -0.2223 -0.1677
C -41.0068 7.6938 2.3784 0.0369 -0.6038 -0.7313
C -36.6845 9.0442 -0.9284 -0.5692 -0.1470 -0.0891
H -39.3012 9.6134 2.7990 0.4782 -0.1723 -0.0605
O -37.2093 10.9473 -2.5334 -0.7567 0.9649 -0.1336
C -42.4050 9.6237 -6.4062 0.6707 1.2590 -0.1260
H -44.8673 14.3519 2.8184 0.1173 -0.5320 -0.0770
H -38.3448 16.2623 -1.7685 -0.2248 -0.3043 0.2985
Hf -39.1621 12.2076 -3.6129 -1.9977 -2.6462 0.3216
C -38.7746 9.2725 -5.5210 -1.6243 0.9357 -0.4163
H -34.5829 11.4527 -2.4642 0.1953 0.2375 0.5738
C -46.7432 13.3577 -3.3467 0.2908 0.3849 -0.4923
C -34.0988 10.4781 -2.5260 -0.3182 1.0341 -1.1715
H -44.5824 10.7537 -6.1576 -0.1470 -0.3154 0.0704
O -40.7338 10.2342 -2.8970 -0.2318 0.3888 0.5010
H -42.3126 15.3499 -6.9228 0.0990 -0.0849 -0.0418
H -36.6133 12.4184 2.6860 -0.1353 0.2161 -0.1260
H -40.4290 17.4467 -3.4065 0.4409 0.4591 -0.6736
H -35.0389 10.2173 -0.1656 0.4625 -0.6325 0.7021
H -37.9304 8.1472 -7.0940 0.0959 -0.1509 -0.0718
H -36.7474 6.8352 -1.2637 0.2238 0.1820 -1.5540
O -41.0066 7.6903 4.7708 0.2373 0.4475 -0.9061
H -33.5517 10.1856 -1.6297 -0.2876 0.0968 -0.0851
H -41.6145 8.3704 1.7776 -0.0882 0.4662 0.4065
H -42.6325 8.9694 -7.2477 0.1150 0.1557 -0.1185
H -40.4272 8.3479 -4.3036 0.3407 0.5165 -0.0400
C -35.9973 9.8699 0.2202 -0.6287 1.6767 -1.9938
O -47.5655 13.5468 -1.1702 -0.6956 -0.1095 -0.1113
C -44.9018 12.2914 -7.5058 0.8387 0.1417 0.0598
H -39.8878 10.1169 4.3232 -0.3431 -0.0192 0.2092
F -39.0406 12.4560 0.7023 -0.8322 0.1514 0.0594
H -36.0380 10.4279 -4.9240 0.1987 0.4621 0.4440
C -45.0895 15.2065 -0.4957 -0.3592 -0.4151 0.2395
H -38.5864 9.0209 4.3642 -0.0881 -0.5859 -0.2486
C -41.8127 11.3276 -8.1071 0.8703 0.6351 -0.7729
H -45.7421 12.9391 -3.4489 -0.2375 -0.6923 -0.2001
H -41.5355 6.7407 2.3895 -0.2180 0.1511 0.6395
H -46.9672 10.8347 -1.1922 -0.0413 0.4098 0.0759
N -40.7139 12.3823 -1.9343 -2.2549 -3.3024 0.6529
H -43.7434 14.0784 -4.0516 -0.0084 -0.3536 0.1055
H -41.4797 10.3994 -8.5715 -0.6244 -0.1882 -0.1877
H -37.4410 12.3156 4.2434 -0.4751 -0.0128 -0.2455
```
Positions in Å, forces in eV/Å.

## Properties
- Highest occupied orbital energy: -9.91 eV
- Charge: +1
- Kohn-Sham gap: 0.1977 Eh